Entry 1:
# C9H11N3ORhS4Sb

A structure of composition C9H11N3ORhS4Sb in a non-equilibrium geometry (wB97M-V/def2-TZVPD, OMol25).

Properties
- calculated total energy (eV) = -68914.250
- ⟨S²⟩ = 8.8373
- LUMO (alpha / beta) (eV) = 2.40 / 0.52
- frontier orbital gap (alpha / beta) (eV) = 5.99 / 5.27
- multiplicity = 6
- HOMO energy (alpha / beta) (eV) = -3.590 / -4.745
- net charge = -1

Structure (XYZ):
```
30
C9H11N3ORhS4Sb, DFT wB97M-V/def2-TZVPD
Sb -2.920 2.752 -1.132
Rh -0.769 0.046 -1.063
S -0.513 2.414 -1.275
S -3.383 3.406 1.049
S -3.180 0.333 -1.155
S -0.490 0.333 1.655
O -0.566 -2.684 -0.276
N -3.021 0.347 2.392
N -2.138 -1.732 2.019
N -1.028 -1.805 -0.984
C 3.231 -0.890 -0.815
C -4.366 -0.165 2.536
C 4.597 -0.895 -0.954
C 4.495 1.054 -2.368
C 5.248 0.064 -1.734
C 2.441 0.101 -1.482
C 3.126 1.088 -2.253
C 1.085 0.036 -1.370
C -1.992 -0.398 2.015
H -5.019 0.671 2.772
H -4.717 -0.625 1.606
H -1.446 -2.242 1.478
H -3.077 -2.096 1.958
H 2.720 -1.623 -0.205
H 2.539 1.859 -2.735
H 4.993 1.811 -2.961
H 5.178 -1.650 -0.438
H -2.936 1.339 2.211
H -4.417 -0.896 3.347
H 6.325 0.049 -1.840
```

Entry 2:
# C9H11N4O

The ion C9H11N4O with charge +1 in a non-equilibrium geometry (wB97M-V/def2-TZVPD, OMol25).

Properties
- calculated total energy (eV) = -17510.723
- LUMO (eV) = -5.92
- frontier orbital gap (eV) = 6.26
- structure (SMILES) = NNC/[NH+]=C1/C(=O)Nc2ccccc21
- HOMO energy (eV) = -12.184
- net charge = +1

Structure (XYZ):
```
25
C9H11N4O, DFT wB97M-V/def2-TZVPD
O -0.480 -3.098 0.889
N -1.408 -0.723 -0.178
N 1.462 -1.692 1.545
N -3.094 -0.784 -2.771
N -2.068 0.202 -2.431
C 2.926 0.215 1.731
C 0.855 1.623 0.391
C 2.964 1.590 1.550
C 0.200 -2.057 1.004
C 0.729 0.285 0.694
C 2.004 2.237 0.831
C 1.815 -0.439 1.269
C -0.218 -0.710 0.435
C -2.140 0.354 -0.945
H 2.153 3.271 0.693
H -1.884 -1.622 -0.005
H 2.028 -2.496 1.786
H -1.230 -0.332 -2.627
H 3.887 1.988 1.769
H -3.135 -0.910 -3.750
H -1.787 1.352 -0.797
H 0.071 2.120 -0.065
H 3.607 -0.402 2.313
H -3.958 -0.370 -2.559
H -3.299 0.398 -0.771
```

Which of these has the lowest calculated total energy? C9H11N3ORhS4Sb